8 unconnected molecules or ions with the total composition C51H113N5O8. Source: the OMol25 dataset; level of theory: ωB97M-V/def2-TZVPD.

As for the SMILES: CC1(C)CCCC(C)(C)N1O.CC1(C)CCCC(C)(C)N1O.CC1(C)CCCC(C)(C)N1O.CC1(C)CCCC(C)(C)N1O.CC1(C)CCCC(C)(C)N1O.CC(C)O.CC(C)O.O. Its spin multiplicity is 1. The calculation puts the total energy at -2886.3799 Eh. For the energy above the lowest of the compared OMol25 structures with the same formula, charge and spin, the calculation gives 0.9593 eV. For the LUMO energy, the calculation gives 0.398 eV.

Last column: Löwdin charge in e.
Atoms and positions in Å:
O: 11.750 14.241 10.335  -0.02
C: 14.566 19.357 21.497  -0.06
H: 11.082 21.310 18.399  0.08
C: 13.168 14.173 12.154  -0.48
H: 11.272 22.758 17.341  0.09
H: 15.473 15.424 14.974  0.08
C: 15.689 10.701 16.846  -0.46
H: 10.853 16.647 16.191  0.09
H: 9.237 14.981 12.893  0.08
H: 10.344 17.210 17.691  0.07
C: 21.216 15.286 14.528  -0.50
N: 10.665 19.393 16.549  -0.04
H: 19.634 15.195 13.025  0.07
C: 17.695 9.057 16.440  -0.17
H: 11.318 11.856 13.587  0.14
C: 10.510 20.938 16.298  -0.46
H: 16.105 18.403 17.347  0.08
C: 9.783 12.786 11.511  -0.03
H: 12.428 21.379 17.227  0.08
H: 21.119 16.576 17.836  0.12
H: 15.085 7.641 16.828  0.07
C: 13.177 15.714 12.364  -0.01
H: 15.996 15.550 16.786  0.07
O: 10.882 18.647 19.720  -0.08
H: 14.461 17.666 17.749  0.05
C: 15.553 12.993 21.474  -0.05
C: 22.300 15.282 13.481  -0.05
C: 14.005 16.355 16.357  -0.47
H: 13.359 16.406 15.495  0.11
H: 22.013 14.540 12.651  0.11
H: 9.264 19.206 14.063  0.05
N: 15.117 10.226 15.552  -0.07
C: 18.436 18.665 19.916  -0.16
H: 15.675 10.363 18.909  0.05
H: 9.457 13.265 10.626  0.07
H: 8.894 12.661 12.093  0.08
H: 12.727 13.177 22.051  0.11
H: 7.945 20.431 14.987  0.11
H: 14.254 14.314 10.341  0.09
H: 9.115 16.392 16.587  0.09
H: 13.633 7.972 15.747  0.09
C: 10.920 21.405 14.902  -0.03
C: 13.460 13.439 13.559  -0.11
C: 20.914 14.514 17.415  -0.18
H: 18.087 20.692 19.257  0.13
H: 7.004 20.823 16.439  0.13
H: 14.947 7.714 13.245  0.05
H: 17.466 8.345 17.267  0.12
H: 12.070 14.624 14.712  0.09
H: 19.371 18.526 19.322  0.13
H: 20.117 11.472 16.194  0.07
C: 18.151 20.084 20.230  -0.20
H: 17.732 10.761 17.757  0.12
H: 12.311 13.703 9.749  0.12
C: 13.268 13.911 21.380  -0.07
H: 14.441 12.817 11.056  0.09
H: 14.290 20.335 21.913  0.08
H: 17.457 16.200 17.875  0.06
O: 15.124 15.371 21.106  -0.08
H: 9.218 17.433 14.147  0.09
C: 17.264 18.046 19.127  -0.50
H: 18.725 16.497 19.125  0.05
H: 15.916 16.984 15.741  0.08
H: 14.844 16.654 20.100  0.07
C: 21.685 16.091 15.738  -0.15
H: 13.603 18.930 21.124  0.08
C: 9.702 18.344 14.507  -0.02
H: 14.472 21.358 19.529  0.09
H: 8.954 22.318 16.293  0.12
C: 11.057 12.978 13.646  -0.12
H: 13.295 13.575 20.335  0.08
H: 15.951 12.640 17.770  0.08
H: 12.860 16.099 13.347  0.07
C: 13.543 15.339 17.379  -0.03
H: 12.585 14.781 21.385  0.09
C: 10.786 13.622 12.288  -0.54
H: 12.650 16.163 11.576  0.07
H: 18.291 13.414 17.312  0.09
H: 13.581 10.879 14.973  0.05
C: 14.345 13.862 11.332  -0.07
H: 9.022 21.249 17.724  0.12
N: 11.999 13.550 11.527  -0.11
C: 20.817 15.950 16.980  -0.18
H: 15.298 14.064 11.810  0.09
H: 18.566 18.052 20.789  0.12
C: 15.458 12.218 16.894  -0.04
H: 10.709 18.320 14.293  0.05
C: 15.584 19.548 20.351  -0.47
H: 16.658 13.293 21.582  0.11
H: 15.422 12.571 20.475  0.06
H: 17.200 19.763 17.825  0.07
H: 12.405 13.074 15.440  0.10
H: 17.097 15.875 19.431  0.07
C: 17.107 18.675 17.769  -0.03
H: 15.361 12.182 22.189  0.09
O: 13.979 17.655 16.903  -0.08
H: 14.053 9.163 13.320  0.07
O: 20.615 13.057 14.093  -0.03
C: 8.211 18.948 16.472  -0.13
C: 15.413 16.013 15.936  -0.04
H: 14.077 10.108 18.194  0.10
H: 15.642 12.762 15.958  0.08
H: 14.358 15.355 18.141  0.08
H: 17.649 11.229 16.138  0.06
H: 18.342 14.680 16.107  0.04
C: 20.281 13.640 16.407  -0.49
H: 19.090 15.726 14.593  0.02
H: 23.223 14.864 13.906  0.09
H: 10.655 22.413 14.700  0.07
H: 14.363 13.914 14.060  0.11
H: 15.433 20.381 18.342  0.06
H: 10.057 15.601 11.555  0.10
H: 22.690 15.719 15.980  0.12
C: 20.755 12.188 16.729  -0.02
C: 14.674 14.198 21.769  -0.50
H: 15.001 6.854 15.272  0.10
H: 10.414 20.867 14.104  0.06
H: 19.753 16.212 16.776  0.10
H: 13.993 19.664 18.957  0.07
H: 12.437 18.556 16.472  0.05
H: 20.343 14.426 18.388  0.14
H: 10.097 12.952 14.181  0.12
C: 14.805 20.346 19.250  -0.01
C: 11.371 21.667 17.380  -0.03
C: 16.855 20.182 21.030  -0.12
H: 10.739 15.681 13.127  0.03
C: 17.272 10.484 16.792  -0.13
H: 15.788 9.146 12.882  0.07
C: 9.600 18.420 16.037  -0.50
C: 10.227 15.036 12.479  -0.02
C: 18.737 13.711 16.346  -0.02
H: 15.351 8.940 18.029  0.06
H: 22.390 16.252 13.052  0.07
H: 21.924 14.189 17.594  0.12
H: 17.295 9.175 14.253  0.13
H: 11.938 21.165 14.600  0.08
H: 12.636 15.663 17.823  0.07
C: 9.079 21.303 16.630  -0.18
H: 13.700 12.386 13.347  0.11
C: 14.690 7.770 15.815  -0.05
H: 14.140 16.068 12.208  0.06
H: 14.608 14.347 22.856  0.14
H: 21.799 12.024 16.569  0.09
H: 20.637 11.997 17.750  0.06
O: 11.875 19.030 15.860  -0.07
H: 17.802 18.304 17.029  0.08
H: 10.241 11.810 11.222  0.11
N: 16.087 18.216 19.953  -0.06
C: 16.954 8.607 15.182  -0.14
C: 8.005 20.423 16.096  -0.19
H: 14.381 12.420 17.015  0.06
H: 18.399 12.981 15.594  0.07
H: 8.021 18.782 17.552  0.12
C: 12.233 13.550 14.451  -0.19
H: 7.522 18.314 15.915  0.11
C: 15.014 8.711 13.512  0.00
H: 19.685 12.896 14.149  0.06
H: 17.131 7.543 15.040  0.11
O: 13.703 10.209 15.614  -0.03
H: 18.779 8.984 16.239  0.11
H: 14.870 18.718 22.390  0.10
H: 21.724 17.164 15.482  0.13
H: 16.935 19.625 21.996  0.12
C: 17.712 16.588 18.895  -0.01
O: 14.950 17.453 19.503  -0.07
H: 16.655 21.195 21.357  0.11
H: 19.014 20.541 20.739  0.11
H: 10.844 18.844 18.787  -0.03
C: 15.411 8.845 15.071  -0.49
C: 15.157 10.006 18.090  -0.02
C: 19.852 15.849 13.868  0.00
N: 21.034 13.922 15.131  -0.08
H: 13.523 14.304 17.025  0.05
H: 10.156 18.005 19.887  0.05
C: 9.926 17.097 16.675  -0.03
H: 19.902 16.937 13.596  0.10
H: 16.023 15.615 21.459  0.13